DFT (ωB97M-V/def2-TZVPD) results for the molecule C4H8FNO.

Last column: natural (NBO) charge in e.
Geometry (Å):
C  0.5577  -0.6219  -0.6042  0.544
C  -0.4762  -1.1813  -1.5374  -0.729
C  -0.7914  1.3335  0.3088  -0.667
C  -0.0213  0.0816  0.6270  0.438
N  1.4160  0.6004  1.6288  -0.864
O  1.7379  -0.6826  -0.8140  -0.510
F  -0.7427  -0.7876  1.3899  -0.348
H  -1.2526  -1.7103  -0.9917  0.240
H  -0.9355  -0.3491  -2.0757  0.240
H  0.0017  -1.8421  -2.2569  0.243
H  -0.2039  1.9587  -0.3598  0.236
H  -1.7354  1.0680  -0.1672  0.216
H  -0.9942  1.8851  1.2226  0.244
H  2.1797  0.1524  1.1334  0.368
H  1.2602  0.0951  2.4961  0.349

As for the net charge: 0. As for the SMILES: CC(=O)[C@](C)(N)F. As for the energy above the lowest of the compared OMol25 structures with the same formula, charge and spin: 17.2 kcal per mole.

---

DFT (ωB97M-V/def2-TZVPD) results for a structure of composition C10H17BeNO.

Last column: natural (NBO) charge in e.
Geometry (Å):
C  -1.0243  1.0928  -1.9030  -0.411
C  0.3566  0.8422  -2.0784  -0.299
C  1.0915  1.6098  -1.1155  -0.611
C  0.1047  2.4448  -0.3948  -0.707
C  -1.1971  2.0106  -0.8433  -0.322
Be  0.6343  1.0318  0.6739  0.584
N  -0.3089  -2.3443  -0.5398  -0.613
C  -1.0922  -3.4468  -0.7465  -0.334
C  0.3514  -3.3844  -1.3657  -0.339
H  2.1757  1.7390  -1.1041  0.242
H  0.7887  0.3054  -2.9273  0.198
H  0.3252  3.3533  0.1706  0.265
H  -2.1540  2.4136  -0.5160  0.218
H  -1.8093  0.7424  -2.5812  0.201
H  0.4683  -3.1626  -2.4241  0.183
H  -1.9545  -3.3282  -1.4061  0.170
H  -0.5212  -1.5315  -1.1328  0.386
H  1.1344  -3.9485  -0.8886  0.178
H  -1.2091  -4.1120  0.1165  0.169
C  0.0850  0.7864  3.6533  -0.695
C  1.2875  1.5143  3.0818  0.069
C  2.5425  1.3552  3.9173  -0.678
O  1.5565  1.0529  1.7684  -1.214
H  0.2289  -0.2926  3.5239  0.208
H  -0.8280  1.0813  3.1259  0.221
H  -0.0831  0.9800  4.7154  0.184
H  1.0607  2.5835  3.0239  0.167
H  2.8802  0.3153  3.9774  0.195
H  3.3654  1.9220  3.4797  0.205
H  2.3981  1.7303  4.9387  0.182

As for the net charge: -2. As for the energy above the lowest of the compared OMol25 structures with the same formula, charge and spin: 36.6 kcal per mole.

---

DFT (ωB97M-V/def2-TZVPD) results for a cluster of 2 separate species, C6H12N4O2 in total.

Last column: natural (NBO) charge in e.
Geometry (Å):
C  -0.0601  2.3545  -0.3858  -0.636
C  -0.9282  1.4289  0.4208  -0.067
C  -2.5835  -0.2302  0.0762  0.693
C  0.9236  -2.3973  -0.0544  -0.645
C  1.8061  -1.1720  0.0148  0.101
C  2.1395  -0.3604  1.1105  -0.077
H  0.6991  1.8273  -0.9735  0.221
H  -0.7017  2.8885  -1.0960  0.210
H  0.3737  3.1420  0.2348  0.224
H  -1.7812  1.9693  0.8544  0.191
H  -0.4031  0.9462  1.2671  0.189
H  -3.9201  -1.5227  -0.6176  0.373
H  -2.8733  -0.8868  -1.7360  0.385
H  -3.5504  -0.8318  1.5649  0.339
H  0.1204  -2.2104  -0.7650  0.241
H  0.5184  -2.6539  0.9292  0.230
H  1.4945  -3.2725  -0.4188  0.234
H  1.9784  -0.6466  2.1364  0.226
N  -3.4466  -0.6838  -0.9301  -0.819
N  -2.7115  -0.2865  1.3433  -0.774
N  2.5823  0.7830  0.6945  -0.078
N  2.1693  -0.5193  -1.0484  -0.088
O  -1.5479  0.4679  -0.4786  -0.533
O  2.8112  0.5890  -0.6323  -0.142

As for the net charge: 0. As for the SMILES: [H]/N=C(\N)OCC.Cc1cnon1. As for the energy above the lowest of the compared OMol25 structures with the same formula, charge and spin: 52.2 kcal per mole.

---

DFT (ωB97M-V/def2-TZVPD) results for a structure of composition C35H28IrN9OS.

Last column: Mulliken charge in e.
Geometry (Å):
Ir  -2.1437  2.8912  0.2611  0.916
C  6.4920  -7.6243  1.9923  -0.853
O  5.3369  -7.7945  1.1596  -0.426
C  4.4797  -6.7981  1.0264  0.979
C  4.6119  -5.5486  1.6507  -0.479
C  3.6537  -4.5864  1.4401  -0.707
C  2.5539  -4.8337  0.6014  0.332
C  2.4248  -6.1030  -0.0053  -0.416
C  3.3687  -7.0655  0.1982  -0.821
C  1.6124  -3.7972  0.3752  0.070
N  1.6292  -2.6094  1.0568  -0.531
C  0.6839  -1.8492  0.5745  -0.261
C  -0.0598  -2.5587  -0.5414  0.506
N  0.5737  -3.8428  -0.4857  -0.251
C  -1.7293  -1.5330  -1.2839  -0.273
C  0.0864  -1.3588  -3.0428  -0.522
C  -1.9244  -0.1202  -4.2126  -0.630
C  -2.6883  0.6765  -3.4552  -1.384
N  -2.9394  1.5436  -0.8920  -0.789
C  -2.1167  -0.2910  -1.3199  -0.945
C  -2.1996  0.1662  0.9495  -0.257
N  -2.1189  1.2636  1.6417  -0.223
C  -1.4660  1.3493  2.8788  -0.850
C  -0.2834  0.7869  3.1860  -0.663
C  0.4988  -0.0495  2.2998  0.039
C  -0.0446  -0.8917  1.4111  0.407
H  7.0284  -8.5647  1.9386  0.247
H  6.1941  -7.4276  3.0222  0.366
H  7.1204  -6.8184  1.6135  0.365
H  5.4507  -5.3379  2.2960  0.449
H  3.7407  -3.6224  1.9216  0.476
H  1.5671  -6.3409  -0.6226  0.336
H  3.2892  -8.0457  -0.2503  0.457
H  0.5455  -4.4964  -1.2516  0.466
H  1.1538  -1.5123  -3.1629  0.478
H  -2.2751  -0.3640  -5.2101  0.538
H  -3.6559  1.0287  -3.7875  0.530
H  -1.9211  2.0582  3.5586  0.474
H  0.1665  1.0659  4.1302  0.461
H  1.5774  -0.0243  2.4057  0.524
N  -0.9411  1.8442  -2.1773  0.171
C  -2.1531  1.0091  -2.0790  2.363
C  -0.5172  -0.5766  -3.9494  -1.355
C  -0.5941  -2.1586  -1.9704  0.711
C  -1.5855  -2.1967  0.0513  -0.459
C  -1.5216  -1.1688  1.2414  -0.035
N  -2.8202  0.2560  -0.2445  0.121
C  -1.2021  3.2093  -2.4283  0.466
C  -0.7731  3.8212  -3.5994  -0.923
C  -0.9921  5.1723  -3.7838  -0.523
C  -1.6607  5.8949  -2.8047  -0.873
C  -2.0628  5.2353  -1.6671  -0.066
N  -1.8291  3.9285  -1.4708  -0.129
H  -0.3081  1.4765  -2.8760  0.481
H  0.1552  -0.2035  -4.7214  0.454
H  -0.8858  -3.1312  -2.3931  0.669
H  -2.1553  -3.0991  0.2561  0.365
H  -1.9655  -1.6062  2.1385  0.829
H  -0.2805  3.2279  -4.3576  0.485
H  -0.6591  5.6564  -4.6919  0.441
H  -1.8650  6.9491  -2.9172  0.450
H  -2.5794  5.7432  -0.8652  0.308
C  -3.4639  5.5997  2.3406  -1.403
C  -1.9880  5.3776  2.3604  0.938
C  -1.1120  6.1327  3.1313  -0.745
C  0.2404  5.8435  3.0640  -0.283
N  0.7463  4.8754  2.2926  -0.652
C  -0.1367  4.2142  1.5868  0.703
S  0.1599  2.9108  0.4677  -0.456
N  -1.4738  4.4145  1.5871  -0.098
H  -3.8188  5.9349  3.3131  0.478
H  -3.9906  4.6894  2.0577  0.258
H  -3.7140  6.3789  1.6170  0.275
H  -1.4812  6.9206  3.7712  0.465
H  0.9547  6.4049  3.6543  0.435

As for the net charge: +2. As for the energy above the lowest of the compared OMol25 structures with the same formula, charge and spin: 193.9 kcal per mole.

---

no.,molecular weight (g mol⁻¹),maximum force (Eh/bohr),LUMO energy (eV)
1,105.11,0.097,0.839
2,176.26,0.064,5.333
3,172.19,0.041,0.618
4,814.96,0.022,-6.505